1.
Density functional theory data (ωB97M-V/def2-TZVPD) for a structure of composition C33H29N2O3Pb in a non-equilibrium geometry.

Geometry as XYZ:
```
68
Properties=species:S:1:pos:R:3:nbo_charge:R:1
C -1.05 0.24 -1.83 -0.281
C 0.15 0.98 -1.96 -0.250
C 1.03 0.25 -2.80 -0.456
H 0.35 1.96 -1.53 0.237
C 0.37 -0.99 -3.16 -0.502
C -0.92 -0.97 -2.54 -0.297
H -1.72 -1.70 -2.66 0.211
H -1.97 0.56 -1.34 0.251
H 1.98 0.62 -3.20 0.208
H 0.73 -1.72 -3.88 0.207
C 1.37 -1.46 2.08 -0.388
C 0.20 -0.67 2.08 -0.242
C -0.85 -1.42 1.50 -0.309
H 0.12 0.33 2.50 0.231
C -0.34 -2.69 1.13 -0.346
C 1.04 -2.74 1.52 -0.500
H 1.69 -3.62 1.51 0.208
H 2.33 -1.14 2.50 0.206
H -1.88 -1.08 1.38 0.246
H -0.93 -3.50 0.71 0.208
Pb 1.67 -1.64 -0.90 1.301
O 3.44 -3.11 -2.04 -0.559
C 4.57 -2.42 -2.64 -0.097
C 4.12 -3.70 -3.30 0.056
H 4.34 -1.49 -3.16 0.210
H 5.50 -2.48 -2.05 0.200
H 3.51 -3.60 -4.20 0.220
H 4.87 -5.37 -5.25 0.214
C 5.26 -5.68 -4.27 -0.201
C 4.91 -4.91 -3.14 -0.067
C 5.41 -5.29 -1.88 -0.207
H 5.14 -4.71 -0.99 0.232
C 6.24 -6.41 -1.77 -0.191
H 6.60 -6.71 -0.78 0.216
C 6.61 -7.15 -2.90 -0.215
H 7.25 -8.03 -2.80 0.216
C 6.12 -6.77 -4.16 -0.209
H 6.41 -7.34 -5.05 0.216
O 1.05 3.06 0.99 -0.682
C -0.14 2.81 1.09 0.769
N -1.12 3.74 1.51 -0.685
C -2.43 3.14 1.66 -0.022
C -2.12 1.76 1.02 0.640
O -3.01 0.92 0.77 -0.706
N -0.81 1.63 0.77 -0.686
C -2.81 3.07 3.14 -0.030
C -2.99 1.84 3.78 -0.198
C -3.32 1.79 5.14 -0.210
C -3.47 2.97 5.88 -0.234
C -3.28 4.20 5.25 -0.244
C -2.95 4.25 3.89 -0.166
C -3.45 3.88 0.80 0.100
C -4.73 4.25 1.22 -0.249
C -5.61 4.89 0.33 -0.221
C -5.21 5.15 -0.99 -0.241
C -3.93 4.77 -1.41 -0.203
C -3.05 4.16 -0.51 -0.223
H -0.78 4.54 2.02 0.389
H -2.91 0.93 3.20 0.251
H -3.45 0.81 5.61 0.209
H -3.76 2.93 6.93 0.202
H -3.39 5.14 5.81 0.201
H -2.82 5.23 3.40 0.202
H -5.04 4.05 2.25 0.220
H -6.60 5.19 0.68 0.201
H -5.89 5.64 -1.68 0.200
H -3.59 4.94 -2.44 0.205
H -2.04 3.91 -0.83 0.233
```

Computed properties:
electronic energy: -1802.9329 a.u.
total charge: -1
lowest unoccupied orbital energy: 0.07069 hartree
gap between HOMO and LUMO: 5.76 eV

=====

2.
Density functional theory data (ωB97M-V/def2-TZVPD) for a cluster of 8 separate species, C58H61BFN9O21S in total in a non-equilibrium geometry.

Geometry as XYZ:
```
152
Properties=species:S:1:pos:R:3:mulliken_charge:R:1
C -4.98 -5.75 2.70 -1.605
C -4.31 -4.38 2.53 0.526
C -4.90 -3.23 3.37 -1.830
C -5.80 -2.18 2.70 1.334
N -5.23 -0.83 2.72 -0.508
O -7.02 -2.07 3.53 -0.658
S -8.08 -1.16 2.77 1.312
O -7.88 0.22 3.04 -0.476
O -9.36 -1.74 2.98 -0.714
O -7.55 -1.46 1.32 -0.608
C -6.45 -2.48 1.33 0.991
C -7.13 -3.85 1.24 -1.201
C -8.33 -3.92 0.27 0.373
C -9.70 -3.94 0.91 -1.584
F -8.16 -5.15 -0.43 -0.421
B -5.61 -2.12 -0.04 -0.117
O -6.21 -2.45 -1.23 -0.672
C -4.19 -1.48 -0.11 0.020
C -3.28 -2.41 -0.96 -0.880
H -5.07 -6.28 1.75 0.394
H -6.01 -5.65 3.07 0.362
H -4.43 -6.36 3.41 0.368
H -4.24 -4.10 1.47 -0.369
H -3.28 -4.49 2.86 0.540
H -4.07 -2.67 3.79 0.332
H -5.44 -3.65 4.23 0.495
H -5.44 -0.42 3.63 0.335
H -4.23 -0.87 2.66 0.305
H -6.40 -4.56 0.84 0.251
H -7.44 -4.19 2.22 0.694
H -8.27 -3.15 -0.48 0.496
H -10.15 -2.95 0.90 0.320
H -9.69 -4.30 1.94 0.296
H -10.34 -4.61 0.33 0.459
H -6.34 -3.40 -1.38 0.355
H -4.26 -0.50 -0.59 0.428
H -3.72 -1.35 0.86 -0.027
H -3.63 -3.45 -0.92 0.281
H -3.22 -2.10 -2.00 0.407
H -2.30 -2.44 -0.49 0.072
C 3.49 -0.43 -1.31 -0.386
C 3.86 -0.95 -0.07 -1.237
C 2.95 -1.68 0.68 0.151
C 1.69 -1.88 0.16 0.440
C 1.30 -1.39 -1.07 -0.854
C 2.21 -0.65 -1.80 -0.567
N 0.71 -2.63 0.95 1.121
O 1.03 -3.01 2.06 -0.583
O -0.39 -2.83 0.47 -0.786
H 4.19 0.15 -1.89 0.657
H 4.86 -0.78 0.32 0.551
H 3.21 -2.06 1.67 0.423
H 0.30 -1.56 -1.44 0.547
H 1.93 -0.23 -2.76 0.557
C 2.85 -7.30 2.79 -0.603
C 2.37 -8.33 3.58 -0.342
C 1.21 -8.16 4.32 -0.579
C 0.56 -6.94 4.24 0.063
C 1.02 -5.89 3.46 -0.478
C 2.18 -6.08 2.73 -0.217
N -0.69 -6.75 5.00 1.090
O -1.07 -7.67 5.70 -0.628
O -1.28 -5.69 4.88 -0.619
H 3.76 -7.44 2.22 0.393
H 2.89 -9.27 3.63 0.364
H 0.81 -8.94 4.94 0.465
H 0.49 -4.95 3.43 0.684
H 2.56 -5.27 2.12 0.403
C 1.28 2.51 4.06 -0.602
C 2.00 2.39 5.24 -0.418
C 2.74 1.25 5.48 -0.571
C 2.77 0.27 4.50 -0.107
C 2.06 0.37 3.33 0.141
C 1.29 1.50 3.12 -0.469
N 3.61 -0.92 4.69 0.961
O 4.18 -1.08 5.74 -0.626
O 3.71 -1.66 3.72 -0.590
H 0.70 3.41 3.86 0.414
H 1.99 3.19 5.97 0.400
H 3.32 1.13 6.39 0.481
H 2.10 -0.42 2.59 0.356
H 0.73 1.60 2.20 0.495
C 7.14 2.98 -6.52 -1.559
C 6.89 1.87 -5.73 -0.491
C 5.83 1.88 -4.83 -0.319
C 5.04 3.02 -4.76 -0.205
C 5.27 4.14 -5.54 -0.016
C 6.34 4.11 -6.43 0.109
N 3.90 3.04 -3.82 0.980
O 3.73 2.06 -3.12 -0.475
O 3.20 4.04 -3.79 -0.705
H 7.97 2.96 -7.22 0.372
H 7.51 0.99 -5.80 0.493
H 5.62 1.03 -4.20 0.433
H 4.64 5.00 -5.45 0.784
H 6.54 4.98 -7.04 0.311
C 4.16 -5.45 -6.27 -0.477
C 3.86 -4.32 -7.02 -0.470
C 4.02 -3.06 -6.46 -0.356
C 4.49 -2.97 -5.17 0.183
C 4.80 -4.08 -4.40 -0.396
C 4.63 -5.33 -4.97 -0.488
N 4.68 -1.63 -4.58 1.175
O 4.38 -0.66 -5.25 -0.595
O 5.12 -1.57 -3.44 -0.619
H 4.04 -6.43 -6.71 0.383
H 3.50 -4.42 -8.03 0.375
H 3.79 -2.16 -7.02 0.454
H 5.16 -3.96 -3.39 0.455
H 4.86 -6.21 -4.39 0.380
C 4.97 3.70 -2.07 -0.086
C 5.41 2.81 -1.10 -0.655
C 4.94 2.91 0.20 -0.199
C 4.04 3.91 0.50 -0.091
C 3.59 4.81 -0.44 -1.071
C 4.06 4.70 -1.74 -0.023
N 3.52 3.97 1.88 1.049
O 3.94 3.15 2.65 -0.569
O 2.67 4.81 2.14 -0.640
H 5.33 3.61 -3.08 0.243
H 6.12 2.03 -1.36 0.474
H 5.27 2.22 0.97 0.518
H 2.88 5.58 -0.16 0.473
H 3.72 5.39 -2.49 0.454
C -8.35 3.00 4.66 -0.366
C -8.12 3.68 5.85 -0.523
C -8.24 5.06 5.90 -0.331
C -8.59 5.73 4.74 0.057
C -8.83 5.07 3.55 -0.370
C -8.70 3.69 3.51 -0.458
N -8.73 7.19 4.79 1.006
O -8.50 7.75 5.84 -0.613
O -9.07 7.76 3.77 -0.608
H -8.26 1.92 4.62 0.528
H -7.85 3.13 6.74 0.382
H -8.06 5.61 6.81 0.453
H -9.10 5.64 2.67 0.443
H -8.88 3.16 2.59 0.413
C 4.74 9.74 -6.11 -0.460
C 5.52 9.77 -4.96 -0.457
C 6.17 8.62 -4.53 -0.637
C 6.01 7.47 -5.27 0.713
C 5.24 7.41 -6.41 -0.158
C 4.60 8.57 -6.83 -0.920
N 6.70 6.24 -4.82 1.138
O 7.36 6.31 -3.80 -0.646
O 6.57 5.24 -5.49 -0.159
H 4.24 10.64 -6.44 0.400
H 5.63 10.69 -4.40 0.394
H 6.78 8.62 -3.64 0.492
H 5.14 6.48 -6.96 0.324
H 3.99 8.55 -7.72 0.397
```

Computed properties:
electronic energy: -4841.4521 a.u.
energy above the lowest of the compared OMol25 structures with the same formula, charge and spin: 9.037 eV
total charge: 0
lowest unoccupied orbital energy: -0.07218 hartree
gap between HOMO and LUMO: 5.62 eV

=====

3.
Density functional theory data (ωB97M-V/def2-TZVPD) for a cluster of 10 separate species, C42H84O28P4 in total in a non-equilibrium geometry.

Geometry as XYZ:
```
158
Properties=species:S:1:pos:R:3:mulliken_charge:R:1
C -5.02 -0.57 -0.07 -0.469
O -6.13 -0.56 -0.98 0.026
P -7.65 -0.42 -0.48 0.930
O -8.09 0.92 -0.12 -0.755
O -7.80 -1.54 0.64 -0.321
C -7.59 -1.34 2.05 -0.712
O -8.47 -1.00 -1.71 -0.385
C -8.45 -2.40 -2.01 -0.553
H -5.38 -0.40 0.94 0.454
H -4.12 0.03 -0.23 -0.053
H -4.61 -1.59 -0.16 0.349
H -7.63 -0.28 2.30 0.366
H -6.68 -1.89 2.29 0.257
H -8.44 -1.81 2.54 0.238
H -9.15 -2.95 -1.37 0.224
H -7.46 -2.84 -1.89 0.233
H -8.73 -2.42 -3.07 0.252
C 0.69 6.93 1.87 -0.968
O 0.00 5.74 2.22 -0.232
P 0.87 4.47 2.79 1.437
O 0.18 3.17 2.67 -0.860
O 2.36 4.63 2.24 -0.407
C 2.54 4.56 0.82 -0.583
O 1.14 4.98 4.28 -0.416
C 0.06 5.45 5.08 -0.767
H 1.77 6.93 2.02 0.424
H 0.40 7.79 2.47 0.306
H 0.50 7.18 0.82 0.291
H 3.54 4.30 0.48 0.112
H 2.39 5.54 0.35 0.275
H 1.86 3.82 0.38 0.218
H -0.85 4.87 4.90 0.332
H -0.05 6.52 4.91 0.234
H 0.23 5.27 6.14 0.271
C -0.98 -8.69 1.48 -0.622
O -0.32 -8.54 0.22 -0.363
P 0.00 -7.10 -0.36 0.584
O 0.40 -6.12 0.65 -0.420
O 1.19 -7.32 -1.39 -0.284
C 1.00 -7.92 -2.67 -0.735
O -1.26 -6.61 -1.24 -0.398
C -1.33 -5.20 -1.49 -0.109
H -0.98 -7.77 2.07 0.257
H -0.43 -9.43 2.05 0.239
H -1.99 -9.07 1.33 0.278
H -0.06 -8.10 -2.88 0.350
H 1.55 -8.85 -2.80 0.278
H 1.37 -7.20 -3.40 0.256
H -1.93 -4.69 -0.74 0.251
H -1.75 -5.10 -2.49 0.313
H -0.36 -4.71 -1.54 0.038
C 3.97 -0.61 -2.76 -0.578
O 4.52 -1.72 -2.06 0.080
P 4.35 -3.23 -2.55 0.494
O 4.74 -3.48 -3.94 -0.784
O 5.14 -4.07 -1.47 -0.233
C 6.53 -4.25 -1.60 -0.900
O 2.84 -3.68 -2.23 -0.277
C 2.27 -3.61 -0.93 -0.428
H 3.26 -0.12 -2.10 -0.006
H 3.67 -0.80 -3.79 0.470
H 4.75 0.17 -2.85 0.370
H 6.79 -5.32 -1.62 0.274
H 7.08 -3.84 -0.76 0.316
H 6.97 -4.01 -2.57 0.351
H 1.87 -4.61 -0.73 0.191
H 1.50 -2.85 -0.84 0.123
H 2.90 -3.55 -0.04 0.476
O -0.80 1.13 1.01 0.131
C -0.34 -0.11 1.38 -0.603
C 0.87 -0.30 2.00 0.509
C 1.32 -1.60 2.30 -0.455
C 0.52 -2.66 1.91 -0.376
O 1.14 -3.87 2.17 -0.582
C -0.77 -2.49 1.37 -0.838
C -1.12 -1.20 1.05 -0.068
H -0.41 1.90 1.47 0.265
H 1.31 0.62 2.39 0.297
H 2.25 -1.64 2.83 0.769
H 1.10 -4.56 1.48 0.417
H -1.34 -3.39 1.20 0.665
H -2.04 -1.02 0.50 0.265
O 4.09 2.36 5.53 -0.504
C 3.18 1.61 6.23 0.274
C 3.01 1.80 7.60 -0.544
C 2.05 1.05 8.30 -0.677
C 1.39 0.04 7.60 0.810
O 0.47 -0.67 8.35 -0.544
C 1.72 -0.31 6.29 -0.600
C 2.60 0.51 5.62 -0.131
H 4.23 3.21 5.95 0.290
H 3.64 2.52 8.13 0.347
H 1.80 1.32 9.31 0.402
H 0.39 -1.52 7.89 0.300
H 1.06 -1.01 5.79 0.303
H 2.73 0.27 4.57 0.274
O -5.05 5.42 -3.07 -0.589
C -4.67 4.63 -2.00 1.121
C -5.54 3.62 -1.64 -1.048
C -5.17 2.80 -0.56 -0.225
C -4.06 3.09 0.20 -0.303
O -3.78 2.41 1.36 -0.649
C -3.18 4.10 -0.25 -0.173
C -3.51 4.93 -1.28 -0.840
H -4.51 6.22 -3.05 0.292
H -6.46 3.39 -2.15 0.541
H -5.75 1.93 -0.31 0.495
H -2.96 1.92 1.22 0.218
H -2.29 4.35 0.32 0.559
H -2.96 5.83 -1.54 0.490
C -0.42 -1.40 -2.72 -0.327
O -1.79 -1.67 -2.34 0.328
C -2.56 -2.10 -3.43 -0.719
C -2.89 -0.94 -4.43 -0.397
O -4.24 -1.09 -4.90 -0.376
C -4.41 -1.91 -6.03 -0.783
H 0.01 -1.14 -1.76 -0.377
H -0.46 -0.60 -3.46 0.053
H 0.00 -2.29 -3.21 0.447
H -3.48 -2.55 -3.05 0.343
H -2.05 -2.83 -4.08 0.329
H -2.25 -1.02 -5.31 0.475
H -2.93 0.04 -3.95 0.084
H -3.80 -1.61 -6.89 0.315
H -5.48 -1.87 -6.26 0.281
H -4.23 -2.97 -5.84 0.289
C 3.46 1.23 0.32 -1.004
O 4.62 1.79 -0.24 -0.126
C 5.60 2.19 0.70 -0.034
C 6.90 2.71 0.16 -0.952
O 7.75 1.84 -0.54 -0.380
C 8.43 0.84 0.25 -0.674
H 3.58 0.29 0.87 0.727
H 2.67 1.18 -0.42 -0.065
H 3.14 1.81 1.20 0.496
H 5.76 1.32 1.34 0.368
H 5.24 3.01 1.34 0.104
H 7.41 3.13 1.04 0.466
H 6.76 3.57 -0.49 0.324
H 8.79 1.32 1.17 0.332
H 9.37 0.66 -0.27 0.264
H 7.76 -0.01 0.26 0.195
C 0.05 5.18 -2.29 -0.693
O -0.05 3.93 -1.60 0.316
C -0.87 2.97 -2.26 0.436
C -0.14 2.29 -3.38 -0.813
O 1.08 1.68 -3.03 0.048
C 2.20 2.53 -2.96 -0.567
H 0.37 5.08 -3.33 0.367
H 0.76 5.75 -1.69 0.084
H -0.96 5.59 -2.28 0.072
H -1.83 3.35 -2.65 0.165
H -1.34 2.32 -1.52 -0.113
H -0.07 2.89 -4.30 0.342
H -0.84 1.50 -3.67 -0.212
H 2.34 2.83 -1.91 0.085
H 2.32 3.50 -3.45 0.382
H 3.08 1.96 -3.24 0.207
```

Computed properties:
electronic energy: -5123.0221 a.u.
energy above the lowest of the compared OMol25 structures with the same formula, charge and spin: 0.000 eV
SMILES string: COP(=O)(OC)OC.COP(=O)(OC)OC.COP(=O)(OC)OC.COP(=O)(OC)OC.Oc1ccc(O)cc1.Oc1ccc(O)cc1.Oc1ccc(O)cc1.COCCOC.COCCOC.COCCOC
total charge: 0
lowest unoccupied orbital energy: 0.01318 hartree
gap between HOMO and LUMO: 8.16 eV